(1)
Formula: C56H45N8O5SeSn
Source: OMol25
Level of theory: the ωB97M-V functional and the def2-TZVPD basis

```
116
C56H45N8O5SeSn (the ωB97M-V functional and the def2-TZVPD basis)
Sn -0.884 0.431 -0.480
O 2.244 2.527 4.794
C 1.020 2.573 4.786
O 0.171 2.228 5.579
C 0.359 3.127 3.404
C 1.169 3.312 2.289
C 0.704 3.320 0.892
N -0.473 3.407 0.401
C -1.554 3.889 1.011
C -1.085 3.310 3.436
C -2.837 3.644 0.390
C -3.743 4.743 0.328
C -4.929 4.572 -0.393
C -5.289 3.348 -0.904
C -4.354 2.340 -0.671
N -3.186 2.469 -0.060
C 1.731 2.927 -0.170
C 3.066 3.435 -0.051
C 4.002 3.002 -0.997
C 3.616 2.184 -2.054
C 2.271 1.796 -2.069
N 1.398 2.156 -1.129
H 2.169 3.040 2.575
H -1.401 3.646 4.408
H -3.333 5.653 0.653
H -5.654 5.322 -0.588
H -6.146 3.304 -1.527
H -4.496 1.325 -1.038
H 3.404 4.095 0.756
H 5.100 3.375 -1.151
H 4.363 1.912 -2.880
H 1.841 1.184 -2.824
O 0.386 -1.229 -0.734
C 0.098 -2.534 -1.161
C -1.384 -2.926 -1.256
C -2.031 -2.845 0.066
C -2.297 -3.962 0.865
C -2.708 -3.767 2.179
C -2.833 -2.466 2.633
C -2.635 -1.410 1.756
C -2.896 0.032 2.158
C -1.763 0.962 2.599
O -0.494 0.619 2.118
C -2.037 2.110 3.251
C -3.391 2.296 3.763
C -4.061 3.459 3.924
C -3.695 4.840 3.590
C -2.626 5.300 2.978
C -1.515 4.452 2.466
C 0.574 0.049 2.802
C 1.685 -0.102 1.975
C 2.805 -0.755 2.499
C 2.856 -1.112 3.847
C 1.741 -0.898 4.676
C 0.597 -0.336 4.120
N -2.248 -1.604 0.523
C 0.635 -2.645 -2.570
C 0.582 -3.676 -3.420
C 1.235 -3.834 -4.675
C 2.144 -3.144 -5.421
C 3.830 -1.834 -3.902
C 2.963 -1.437 -2.656
C 0.664 -3.524 -0.140
C 0.785 -4.879 -0.475
C 1.129 -5.820 0.467
C 1.381 -5.431 1.785
C 1.329 -4.089 2.109
C 0.930 -3.152 1.146
H -1.916 -2.282 -1.946
H -1.384 -3.925 -1.708
H -2.080 -4.959 0.542
H -2.894 -4.631 2.850
H -3.122 -2.266 3.686
H -3.456 0.512 1.355
H -3.616 0.014 2.998
H -3.958 1.444 4.152
H -5.093 3.335 4.258
H -4.491 5.527 3.910
H -2.628 6.388 2.734
H -0.705 5.162 2.450
H 1.796 0.202 0.982
H 3.632 -0.918 1.849
H 3.788 -1.610 4.156
H 1.689 -1.194 5.702
H -0.226 -0.229 4.761
H -0.075 -4.516 -3.142
H 0.845 -4.664 -5.221
H 2.361 -3.592 -6.399
H 4.535 -1.025 -3.992
H 3.086 -0.417 -2.484
H 0.594 -5.214 -1.457
H 1.219 -6.842 0.202
H 1.564 -6.202 2.531
H 1.485 -3.662 3.117
H 0.869 -2.141 1.461
N -1.827 0.369 -4.583
C -1.705 0.920 -3.345
N -1.202 2.178 -3.308
O -2.044 0.288 -2.322
H -1.079 0.636 -5.246
H -2.022 -0.618 -4.465
H -0.497 2.297 -4.065
H -0.725 2.365 -2.394
Se 1.083 1.804 -5.648
N 1.090 -0.994 -4.172
C 1.500 -1.539 -3.122
C 3.443 -2.285 -1.548
C 4.372 -3.206 -2.095
C 4.580 -3.052 -3.427
C 3.005 -1.888 -5.197
C 2.123 -0.654 -5.109
N 2.278 0.379 -5.802
H 3.106 -2.224 -0.537
H 4.834 -3.928 -1.418
H 5.183 -3.633 -4.095
H 3.689 -1.814 -6.050
```

## Properties
**Total charge**: -1
**HOMO energy (alpha / beta)**: -0.1534 / -0.1543 Ha
**Orbital gap (alpha / beta)**: 5.3 / 6.3 eV
**LUMO energy (alpha / beta)**: 1.08 / 2.06 eV

(2)
Formula: C2H10NO2
Source: OMol25
Level of theory: the ωB97M-V functional and the def2-TZVPD basis

```
15
C2H10NO2 (the ωB97M-V functional and the def2-TZVPD basis)
C 1.799 -0.001 -1.743
C 1.746 0.262 0.661
N 1.160 0.134 -0.460
H 1.347 0.560 -2.550
H 1.595 -0.999 -2.157
H 2.855 0.126 -1.646
H 2.809 0.066 0.735
H 1.132 0.428 1.536
H 0.141 0.236 -0.423
H -3.070 -1.596 1.651
H -2.766 -0.882 2.859
O -2.600 -0.787 1.909
H -2.143 0.146 0.279
H -2.268 1.555 -0.291
O -1.738 0.753 -0.360
```

## Properties
**Total charge**: +1
**HOMO energy**: -0.5681 Ha
**Orbital gap**: 10.7 eV
**LUMO energy**: -4.71 eV

(3)
Formula: C5H6NO2
Source: OMol25
Level of theory: the ωB97M-V functional and the def2-TZVPD basis

```
14
C5H6NO2 (the ωB97M-V functional and the def2-TZVPD basis)
C 0.147 -0.950 1.179
C 1.443 -0.885 0.892
C 1.743 -0.612 -1.451
C -1.060 -1.319 0.630
C -1.681 0.598 -0.674
N -1.811 -0.830 -0.272
O -2.937 -1.294 -0.779
O 2.265 -0.879 -0.241
H -0.053 -0.678 2.284
H 2.164 -0.684 1.608
H 2.618 -0.984 -2.177
H -2.532 1.048 -0.276
H -0.765 1.051 -0.310
H -1.776 0.621 -1.769
```

## Properties
**Total charge**: -1
**HOMO energy (alpha / beta)**: -0.1001 / -0.1001 Ha
**Orbital gap (alpha / beta)**: 6.5 / 6.5 eV
**LUMO energy (alpha / beta)**: 3.80 / 3.80 eV

(4)
Formula: C46H65Cl2FI2NO9
Source: OMol25
Level of theory: the ωB97M-V functional and the def2-TZVPD basis

```
126
C46H65Cl2FI2NO9 (the ωB97M-V functional and the def2-TZVPD basis)
C 3.024 -3.581 0.291
C 1.971 -2.989 0.278
C 0.644 -2.290 0.063
C 0.719 -0.777 -0.319
C 0.663 0.241 0.911
O 1.004 -0.334 2.176
C 1.136 0.610 3.176
C 0.026 1.361 3.641
C 0.202 2.280 4.694
C 1.457 2.460 5.318
C 2.578 1.733 4.849
C 2.396 0.812 3.788
C 1.920 -0.291 -1.192
Cl 1.717 0.230 -2.911
C 3.201 -0.143 -0.801
C 4.330 0.351 -1.740
Cl 3.748 -0.445 0.837
C -0.619 -0.378 -1.080
C -1.868 -1.277 -0.691
C -2.269 -1.196 0.803
C -3.027 -0.484 -1.468
C -3.559 0.748 -0.740
C -4.782 0.614 0.001
C -5.385 1.673 0.680
C -4.820 2.992 0.643
C -5.546 4.124 1.366
C -3.617 3.151 -0.085
C -3.028 2.052 -0.763
N -1.568 -2.612 -1.279
C -2.700 -3.532 -1.652
I -4.390 -3.764 -0.393
C -3.197 -3.249 -3.190
C -2.663 -4.330 -4.177
I -5.378 -3.297 -3.288
C -0.333 -3.299 -0.704
C -0.754 -4.318 0.426
C -0.926 -5.822 0.048
O -2.161 -6.320 0.626
C -1.983 -6.503 1.992
O -2.551 -5.837 2.805
C 0.358 -4.000 -1.918
C 1.230 -3.052 -2.804
F 1.206 -5.062 -1.606
H 3.906 -4.198 0.404
H 0.239 -2.280 1.102
H -0.320 0.732 1.031
H 1.381 1.075 0.729
H -0.945 1.187 3.151
H -0.691 2.825 5.035
H 1.510 3.170 6.153
H 3.541 1.883 5.354
H 3.295 0.251 3.487
H 4.331 -0.282 -2.646
H 4.149 1.410 -2.021
H 5.317 0.281 -1.251
H -0.855 0.695 -0.938
H -0.535 -0.461 -2.183
H -1.782 -1.926 1.481
H -2.080 -0.204 1.260
H -3.355 -1.346 0.971
H -2.601 -0.144 -2.441
H -3.906 -1.110 -1.709
H -5.265 -0.382 0.038
H -6.323 1.544 1.244
H -5.144 5.104 1.033
H -5.565 4.018 2.472
H -6.606 4.106 1.017
H -3.193 4.163 -0.128
H -2.105 2.232 -1.344
H -1.247 -2.382 -2.238
H -2.320 -4.561 -1.802
H -2.880 -2.251 -3.547
H -2.688 -5.358 -3.765
H -3.235 -4.231 -5.119
H -1.604 -4.081 -4.426
H -0.018 -4.322 1.260
H -1.699 -4.004 0.924
H -0.106 -6.430 0.494
H -0.964 -6.071 -1.026
H -1.301 -7.318 2.344
H -0.370 -4.419 -2.655
H 0.602 -2.213 -3.161
H 2.173 -2.760 -2.315
H 1.509 -3.635 -3.707
O 8.086 1.441 -1.342
C 7.757 2.194 -0.466
O 7.209 3.384 -0.775
C 6.614 4.264 0.187
C 7.654 5.155 0.836
C 8.034 1.869 0.981
H 6.027 3.705 0.918
H 5.908 4.881 -0.369
H 8.389 4.573 1.393
H 7.181 5.860 1.520
H 8.200 5.714 0.076
H 9.054 2.162 1.226
H 7.929 0.793 1.116
H 7.340 2.334 1.679
O 0.797 -3.040 -5.935
C 1.338 -2.145 -6.538
O 2.281 -2.432 -7.440
C 2.852 -1.468 -8.338
C 4.001 -0.725 -7.691
C 1.033 -0.704 -6.219
H 2.085 -0.797 -8.728
H 3.223 -2.038 -9.190
H 3.671 -0.151 -6.824
H 4.464 -0.040 -8.402
H 4.756 -1.429 -7.338
H 1.639 -0.387 -5.369
H -0.021 -0.631 -5.954
H 1.187 -0.023 -7.053
O -4.650 3.826 4.083
C -4.772 3.961 5.276
O -5.462 5.005 5.753
C -5.826 5.163 7.132
C -4.712 5.814 7.925
C -4.082 3.031 6.240
H -6.148 4.213 7.562
H -6.700 5.814 7.136
H -3.812 5.197 7.933
H -5.025 5.983 8.956
H -4.438 6.770 7.478
H -3.057 3.368 6.390
H -4.070 2.033 5.804
H -4.583 2.941 7.201
```

## Properties
**Total charge**: +1
**HOMO energy**: -0.3941 Ha
**Orbital gap**: 8.0 eV
**LUMO energy**: -2.71 eV

The records above yield energy above the lowest of the compared OMol25 structures with the same formula, charge and spin values of 9.712, 0.673, 6.945, 0.000 eV, respectively.